259
Properties=species:S:1:pos:R:3:forces:R:3:lowdin_charge:R:1 method="wB97M-V/def2-TZVPD" homo_energy_ha=-0.557 charge=+5 gap_ev=6.40
S 32.49247 6.94768 5.64378 7.52 2.32 -1.19 0.460
S 30.56806 5.94692 6.56060 -5.20 -2.79 3.84 0.580
F 28.89539 6.17604 6.47788 1.62 0.67 -0.97 -0.237
F 33.04667 6.81045 4.14777 0.90 0.03 -0.12 -0.201
O 35.61284 10.51506 5.54583 -0.46 -2.48 2.66 0.053
O 32.73039 8.35916 5.90160 -0.91 -1.98 0.27 -0.256
O 33.30919 5.96119 6.38756 -1.76 1.55 -0.93 -0.305
O 34.22765 11.05719 3.90846 -1.02 -1.17 0.31 -0.076
O 30.82253 6.70983 7.78955 0.50 -0.68 -2.49 -0.290
O 27.59371 2.52730 8.38011 -1.17 -0.01 -2.10 -0.040
O 36.29283 11.90008 4.03295 -0.62 -0.70 0.38 -0.018
O 28.06923 2.08890 10.52705 1.30 1.04 -1.54 -0.038
O 30.49644 4.49490 6.68921 1.25 1.82 -0.89 -0.281
O 29.47492 3.14531 9.12916 3.15 1.17 0.09 0.046
N 32.55914 2.40853 11.52279 2.62 -0.02 -0.01 -0.215
N 35.56719 10.04735 10.26370 -0.14 0.02 -0.86 -0.205
N 28.82655 9.81532 4.26298 -0.13 0.88 -1.34 -0.238
N 26.96881 7.36421 11.44279 0.35 1.80 -1.19 -0.217
N 32.54856 1.71300 4.42302 0.83 0.31 0.95 -0.213
N 31.12676 6.49335 5.15466 -3.73 -1.17 2.33 -0.251
N 33.82964 8.93630 0.33347 -0.30 -1.41 1.04 -0.236
N 26.31872 3.61632 4.48785 -0.39 0.60 -0.11 -0.192
N 37.90661 5.01172 6.12532 0.33 -0.84 0.40 -0.217
C 25.05306 6.75069 6.66654 -0.74 0.72 -0.30 -0.091
C 31.91229 -0.05389 6.85920 -0.81 -1.68 -1.59 -0.189
C 25.66754 2.51228 5.39606 1.52 0.77 -0.88 0.062
C 35.06124 9.85388 0.56492 -0.13 -0.33 -0.35 -0.038
C 36.53022 10.42640 9.06940 -0.61 0.86 -1.27 -0.093
C 34.15029 8.40347 8.92657 -1.15 0.30 0.20 -0.123
C 31.07851 1.50043 4.91538 0.99 -1.33 0.55 -0.041
C 31.47821 0.05078 11.94494 1.21 -0.64 -0.62 -0.235
C 28.89707 8.27257 10.00700 0.11 1.26 0.38 -0.160
C 33.47847 0.56531 4.93159 -1.13 -0.71 1.25 -0.060
C 25.72341 5.06049 4.81899 0.62 -0.35 2.01 -0.039
C 36.63110 7.87104 0.43280 -0.25 -0.91 -1.01 -0.187
C 26.72683 4.02563 1.97609 1.72 1.96 0.52 -0.132
C 32.92876 9.37299 9.01368 -0.90 -0.37 -0.35 -0.198
C 28.67451 4.32055 3.67213 0.50 0.66 0.03 -0.210
C 29.21300 4.60753 13.41281 -0.10 0.53 0.26 -0.065
C 37.63413 9.53127 8.56737 0.06 -2.29 1.13 -0.248
C 28.26387 4.09914 2.25545 -1.11 -1.58 -0.66 -0.185
C 29.64996 9.73655 5.49384 -0.17 0.75 2.23 -0.103
C 33.57790 4.66189 9.63115 -1.14 -1.27 1.01 -0.177
C 35.04346 8.61093 10.14761 0.53 0.26 -0.50 -0.116
C 25.96263 3.27245 3.03856 0.09 -0.48 0.00 -0.119
C 33.34205 10.79408 9.04611 2.63 1.57 1.11 -0.154
C 33.95699 2.06057 12.13623 -1.11 1.10 0.77 0.037
C 27.90309 6.79562 12.60466 0.09 0.20 0.03 -0.062
C 31.02763 1.08538 6.41705 -0.36 0.98 -0.10 -0.151
C 35.48148 6.91326 0.01313 -0.25 1.36 1.32 -0.143
C 38.32453 9.91125 7.27193 -0.29 1.56 -0.48 -0.066
C 37.10858 1.59731 7.83050 -0.29 -0.54 0.32 -0.080
C 36.60451 6.94366 5.44355 -1.49 0.75 -0.63 -0.173
C 30.40307 12.85509 2.25259 -1.41 -0.49 0.75 -0.069
C 29.22973 8.71320 3.31541 0.12 -0.24 -0.52 0.005
C 29.19267 10.73906 6.63078 -2.11 -0.48 0.37 -0.098
C 37.16253 3.10327 7.68880 1.20 0.43 -1.51 -0.225
C 32.65462 1.71096 2.90126 -1.03 -0.01 0.42 -0.111
C 32.68604 2.16095 9.96668 0.02 2.08 2.16 -0.023
C 34.25559 7.71499 -0.51500 1.17 -0.29 -0.13 -0.089
C 30.53403 -0.75716 12.82459 -0.56 0.53 -0.04 -0.062
C 27.61834 10.62917 6.92406 0.94 -0.68 -1.76 -0.155
C 28.67159 5.49491 12.25055 -0.52 -0.31 0.21 -0.195
C 26.46097 8.82802 11.77815 1.86 -0.51 -0.47 -0.039
C 27.32472 9.67117 4.51364 0.29 0.96 1.74 -0.072
C 26.84263 10.75494 5.57686 0.33 -0.71 -0.27 -0.125
C 35.35556 11.18573 4.45363 2.23 4.70 -4.73 -0.904
C 33.11496 2.99312 5.00709 -0.55 0.10 -0.16 0.014
C 29.03295 11.24595 3.65140 1.12 -0.72 -0.66 -0.077
C 31.73905 2.74174 2.21623 0.75 -0.91 0.83 -0.246
C 37.28891 7.08482 4.08723 -0.21 0.10 0.65 -0.190
C 27.65627 7.39284 10.01390 0.47 -0.08 0.94 -0.079
C 38.58873 5.78993 7.32048 0.15 -1.19 -2.11 0.065
C 31.30865 8.78549 -0.58070 1.74 0.47 -0.58 -0.196
C 33.29107 4.87959 11.13869 -0.15 -0.27 -0.50 -0.147
C 25.70289 6.60413 11.25987 1.08 -1.67 1.04 0.000
C 38.76489 5.15140 4.78623 -0.55 2.08 0.26 -0.041
C 25.53200 5.36051 6.38677 1.29 -1.49 -1.28 -0.212
C 32.17885 3.94816 11.71401 1.84 -1.00 -0.30 -0.048
C 28.34106 2.54540 9.37119 -4.14 -2.99 5.27 -0.891
C 37.90990 3.43963 6.36827 -0.72 2.61 0.69 -0.082
C 30.18752 9.74023 -1.03189 0.90 -0.40 -0.06 -0.075
C 33.34820 8.47092 1.69759 0.54 -0.18 0.02 -0.007
C 27.65875 9.82608 11.61405 -0.70 -0.07 1.51 -0.156
C 32.13676 2.83824 0.78354 -0.69 1.44 -1.20 -0.088
C 36.44517 5.50432 5.96379 2.70 1.79 -0.70 -0.082
C 30.42050 11.51493 3.03192 0.13 0.63 -0.55 -0.218
C 33.34318 0.18493 6.44339 -0.19 1.65 0.18 -0.154
C 31.48826 1.53541 12.21954 -0.93 1.69 -0.74 -0.125
C 28.50832 9.75102 10.36007 -0.28 -1.40 0.26 -0.166
C 27.88672 3.48876 4.66473 -1.41 0.92 0.32 -0.066
C 32.67159 9.64177 -0.35797 -0.30 -0.45 0.19 -0.089
C 36.25265 9.09810 1.23583 -0.24 0.59 -0.81 -0.148
C 38.71825 6.60954 4.19606 -0.06 -0.57 0.80 -0.137
C 36.35881 10.10319 11.54187 0.39 1.10 -0.27 0.022
C 33.77651 3.16422 9.35630 0.20 -0.84 0.13 -0.145
C 34.32308 11.05717 10.23978 0.41 -1.43 0.91 -0.030
H 29.84742 9.40766 -2.01262 -0.46 0.19 0.24 0.088
H 26.94077 7.74904 9.27278 -0.41 0.32 0.42 0.119
H 37.35828 3.11662 5.48539 0.32 -0.55 0.10 0.120
H 28.81348 7.74227 3.58397 0.05 0.19 0.88 0.083
H 33.74167 7.39305 8.93947 0.17 -0.14 0.08 0.087
H 38.97864 3.22664 6.34517 -0.26 -0.66 0.07 0.138
H 31.46417 1.88698 13.25100 0.68 -0.60 0.33 0.138
H 35.94916 8.01206 10.24329 0.07 -0.23 -0.75 0.123
H 30.73177 0.70388 4.25707 -0.04 -0.35 0.22 0.140
H 29.54486 3.61536 13.10691 -0.54 0.03 -0.63 0.052
H 32.23593 9.15469 9.82634 0.47 -0.30 0.74 0.113
H 34.70335 10.74828 1.07489 0.07 -0.25 0.54 0.135
H 31.22653 -0.13304 10.90045 -0.45 0.27 -0.13 0.105
H 37.04810 11.37708 9.19632 -0.59 0.34 1.14 0.155
H 26.93230 11.77084 5.19216 -0.11 -0.13 -0.16 0.111
H 34.43191 5.26532 9.32348 0.00 -0.16 -0.14 0.099
H 34.29368 1.03896 11.96002 -0.47 0.10 -0.44 0.107
H 30.73086 10.75017 2.31993 -0.08 -0.33 0.18 0.084
H 36.71044 6.56574 3.32301 0.06 -0.15 -0.22 0.114
H 29.53013 -0.42814 12.55619 -0.21 0.00 0.37 0.087
H 34.15892 3.08303 4.70682 -0.08 -0.07 0.08 0.103
H 31.73939 -0.28134 7.91109 0.36 0.20 0.03 0.121
H 33.03479 3.42256 0.58295 0.46 -0.57 0.25 0.084
H 28.59436 3.08427 2.03434 0.31 -0.16 -0.44 0.105
H 33.70148 1.77286 2.60406 0.07 0.49 0.30 0.141
H 28.47815 4.44600 14.20149 -0.01 0.11 -0.02 0.090
H 34.50985 8.10696 -1.49979 -0.25 0.16 -0.02 0.142
H 33.48549 6.94941 -0.60957 -0.61 0.71 0.05 0.123
H 29.98136 0.88619 6.64882 -0.14 -0.28 -0.17 0.133
H 29.58931 8.69636 5.81387 -0.05 0.08 0.31 0.103
H 38.34913 4.50751 4.01122 -0.08 -0.44 0.48 0.132
H 29.44242 11.78574 6.45706 0.04 -0.07 -0.59 0.115
H 28.85961 11.96636 4.45081 -0.23 -0.24 -0.28 0.118
H 38.79586 9.04754 6.80292 0.38 0.20 0.26 0.059
H 33.16971 -0.33949 4.40802 0.05 0.15 -0.39 0.140
H 24.90516 3.49044 2.88906 -0.05 -0.40 0.27 0.141
H 25.61892 9.01097 11.11063 0.25 0.04 -0.19 0.127
H 36.75221 1.03075 6.97021 -0.34 0.50 -0.39 0.073
H 27.16304 8.67126 4.91629 0.19 -0.05 0.22 0.102
H 28.79223 5.39477 3.81466 -0.63 0.10 0.84 0.086
H 30.31185 8.61095 3.23387 -0.07 0.26 0.26 0.094
H 24.91767 6.92704 7.73362 0.15 -0.10 0.03 0.070
H 37.39705 9.87753 11.29845 -0.11 -0.15 0.06 0.103
H 35.94502 5.54415 6.93144 -0.05 -0.61 -0.29 0.108
H 35.30273 10.18384 -0.44548 0.38 -0.12 -0.06 0.140
H 32.35527 0.71584 2.57226 -0.14 -0.10 0.14 0.141
H 24.82234 5.23223 4.23020 0.08 -0.39 -0.02 0.132
H 29.68328 7.90353 10.66563 -0.17 -0.15 0.31 0.104
H 34.70962 2.78281 11.81997 -0.23 -0.28 -0.16 0.080
H 32.20282 9.34621 8.20104 0.54 -0.80 -0.66 0.091
H 32.99679 5.92885 11.16232 -0.41 -0.01 0.69 0.105
H 34.52764 0.77489 4.72317 -0.28 0.39 -0.40 0.129
H 26.63375 3.67877 0.94697 -0.60 -0.39 0.31 0.135
H 39.54884 5.29254 7.45798 -0.07 -0.02 0.26 0.114
H 26.25741 2.51799 6.31263 -0.44 0.06 0.37 0.079
H 27.97788 10.11701 9.48099 0.06 0.42 0.16 0.081
H 26.07837 5.61600 10.99393 -0.73 -0.27 -0.27 0.104
H 30.71204 -0.58814 13.88660 -0.03 0.01 -0.03 0.087
H 31.56539 -0.93577 6.32064 -0.17 -0.39 0.08 0.127
H 25.24395 6.51245 12.24427 -0.32 0.13 -0.18 0.121
H 32.56027 11.54713 9.14526 -0.21 -0.24 -0.04 0.131
H 36.43405 1.32669 8.64283 0.31 -0.18 0.21 0.069
H 30.97105 8.08720 0.18515 0.33 0.58 0.76 0.080
H 38.09760 1.16072 7.96950 0.02 0.20 0.50 0.097
H 25.02535 7.01521 10.51151 0.37 0.13 0.13 0.109
H 24.08859 6.97889 6.21286 -0.18 -0.21 -0.01 0.093
H 38.80198 6.78938 6.94136 -0.31 -0.05 0.46 0.071
H 36.04075 4.87668 5.16969 -0.52 -0.05 0.39 0.127
H 37.27859 8.50595 8.46535 -0.54 -0.26 -0.31 0.076
H 25.78049 10.57008 5.73742 -0.03 0.03 -0.02 0.120
H 29.69389 10.56405 7.58276 0.35 -0.63 -0.20 0.092
H 29.39937 9.75954 -0.27920 -0.13 0.24 -0.33 0.062
H 27.39564 9.61948 7.26907 0.20 -0.27 0.27 0.084
H 33.90701 11.02303 8.14250 -0.26 0.17 -0.28 0.112
H 26.47468 5.81878 4.59832 0.10 -0.29 -0.78 0.104
H 29.53674 5.76387 11.64451 -0.21 0.00 -0.41 0.086
H 34.19027 4.79207 11.74852 0.04 0.01 -0.04 0.108
H 29.71658 4.00123 3.65650 0.11 -0.17 0.67 0.076
H 28.03861 3.71492 5.72014 0.28 0.08 -0.06 0.105
H 25.00283 4.58790 6.94458 -0.38 0.13 -0.32 0.115
H 32.55617 3.86657 4.67104 -0.02 -0.21 -0.26 0.076
H 30.56570 1.99702 11.86756 -0.42 -0.32 -0.48 0.107
H 35.10196 6.36115 0.87292 0.18 -0.20 0.29 0.089
H 31.22023 1.92385 7.08634 0.18 0.56 -0.30 0.091
H 37.97312 5.72598 8.21773 0.00 0.20 -0.32 0.097
H 33.84687 2.17562 13.21453 0.00 -0.03 0.03 0.111
H 26.36435 5.05351 1.98993 -0.23 0.17 -0.21 0.110
H 27.97695 4.87848 11.67994 0.28 -0.27 -0.27 0.098
H 30.69929 9.98833 5.34021 -0.06 -0.27 -0.84 0.125
H 38.99262 10.76026 7.41662 0.73 -0.49 0.27 0.099
H 37.48297 7.36531 0.88738 -0.22 -0.30 0.24 0.107
H 28.82817 8.81598 2.30730 -0.06 0.89 0.04 0.108
H 33.56044 1.01422 7.11658 1.05 0.42 -0.29 0.081
H 26.15308 2.20059 2.98436 -0.18 0.00 -0.23 0.132
H 37.28129 8.15115 3.86142 0.03 -0.03 -0.20 0.116
H 31.53620 8.06711 -1.36825 0.08 0.25 -0.36 0.096
H 26.04395 8.70256 12.77738 0.27 0.51 0.12 0.136
H 39.78516 4.88111 5.05841 -0.18 -0.23 -0.04 0.135
H 34.51408 8.29292 11.04579 -0.34 0.85 0.21 0.129
H 30.12373 5.00592 13.85996 -0.17 0.54 0.22 0.069
H 30.70259 2.40449 2.22665 0.00 -0.13 0.34 0.097
H 29.95655 13.57938 2.93384 0.64 0.52 0.11 0.083
H 31.23145 4.10071 11.19705 -0.10 -0.24 0.19 0.116
H 29.39045 8.30929 9.03574 -0.35 -0.41 -0.24 0.083
H 32.08956 1.90415 0.22377 0.25 0.03 0.15 0.104
H 28.82442 4.78242 1.61747 -0.37 -0.03 -0.27 0.122
H 37.16739 9.67217 1.08821 -0.38 0.84 0.35 0.137
H 32.48956 -0.35515 11.96717 0.29 -0.03 0.56 0.104
H 37.06461 8.24981 -0.49278 -0.03 0.03 -0.25 0.124
H 32.55025 10.59015 0.16544 -0.49 -0.25 0.60 0.123
H 31.64807 2.46805 9.83864 -0.09 -0.55 -1.84 0.105
H 27.23346 11.29877 7.69321 0.27 0.30 -0.29 0.114
H 32.99384 3.01091 6.09019 0.18 -0.32 -0.11 0.083
H 35.61707 7.39548 5.34903 -0.44 -0.33 -0.13 0.098
H 33.97139 2.99436 8.29739 -0.91 -0.15 -0.37 0.076
H 36.02628 9.43578 12.33691 -0.39 0.09 -0.32 0.112
H 31.25072 11.72567 3.70602 -0.19 -0.84 0.65 0.111
H 33.07723 10.01021 -1.30020 -0.22 -0.52 -0.43 0.138
H 25.71410 7.52298 6.27322 0.33 -0.03 0.06 0.050
H 34.19939 8.06614 2.24506 -0.14 -0.20 -0.26 0.079
H 26.80351 9.68312 3.55640 0.17 0.47 0.00 0.139
H 34.81768 9.98751 5.44084 -0.70 -1.07 1.22 0.062
H 39.22627 6.71951 3.23799 0.18 -0.59 0.05 0.130
H 38.38464 9.36624 9.34041 0.30 0.41 0.16 0.112
H 24.59567 2.66560 5.52139 0.24 0.07 -0.11 0.122
H 28.28097 11.29981 2.86419 -0.10 0.24 0.13 0.142
H 28.15580 2.44442 4.50646 -0.50 -0.17 -0.02 0.132
H 25.91459 1.59806 4.85636 -0.43 -0.10 0.24 0.101
H 35.90907 10.63375 8.19803 -0.42 -0.18 0.17 0.105
H 34.65320 8.50359 7.96471 0.19 0.25 0.06 0.108
H 31.38174 3.50228 0.36270 -0.22 -0.18 -0.53 0.078
H 30.39348 2.32640 4.72408 0.84 0.50 0.00 0.092
H 36.33699 11.14332 11.86704 0.03 -0.11 0.25 0.116
H 32.67756 4.99011 9.11177 0.10 0.21 -0.32 0.101
H 36.20533 3.62395 7.66121 -0.27 -0.48 -0.02 0.076
H 37.70948 10.38149 6.50468 -0.77 -0.52 0.06 0.068
H 33.00927 9.28476 2.33861 -0.02 0.43 -0.42 0.094
H 36.17557 8.96317 2.31470 -0.50 0.02 -0.17 0.083
H 27.85523 6.36908 9.69701 0.15 -0.16 0.46 0.126
H 26.56257 5.27144 6.73043 0.09 -0.02 0.43 0.082
H 39.23438 7.29470 4.86857 0.18 0.00 0.06 0.110
H 30.63329 10.72589 -1.16557 -0.43 0.18 0.04 0.078
H 27.29937 6.75909 13.51146 -0.67 -0.65 -0.34 0.136
H 37.72376 3.58767 8.48785 0.03 -0.40 0.28 0.109
H 32.56873 7.71747 1.58423 0.19 0.05 -0.11 0.085
H 37.03452 7.70234 6.09747 0.44 -0.59 0.62 0.094
H 29.36691 10.36626 10.62915 0.20 -0.02 -0.70 0.118
H 31.42418 13.10116 1.96123 -0.38 0.26 -0.18 0.094
H 31.77722 3.71263 2.71020 0.12 0.07 -0.04 0.102
H 29.64807 12.84880 1.46644 0.51 -0.16 -0.61 0.080
H 34.06556 -0.60373 6.65384 -0.26 -0.17 -0.07 0.133
H 35.79619 6.15941 -0.70851 -0.08 0.29 -0.22 0.125
H 34.77841 2.89309 9.68913 -0.03 -0.26 0.70 0.088
H 32.91540 1.09632 9.92106 -0.12 0.22 -0.65 0.118
H 27.40790 10.86343 11.83561 -0.94 0.06 -0.54 0.128
H 32.13372 4.06722 12.79655 -0.38 0.11 -0.13 0.124
H 28.30122 9.73169 12.48952 0.31 -0.76 0.03 0.108
H 34.70260 12.05137 10.47568 0.23 0.09 -0.94 0.137
H 29.14971 3.20754 8.22807 1.35 1.27 -1.87 0.042
H 28.60890 7.55340 12.94477 0.05 0.44 -0.87 0.119
H 30.54127 -1.83194 12.64321 0.41 0.14 -0.16 0.091
H 33.82544 10.80415 11.17596 -0.22 -0.29 0.07 0.127